Density functional theory data (the ωB97M-V functional and the def2-TZVPD basis) for a structure of composition C57H44N4O3P2S3SbV.

Element x y z (Å)
V: 0.652 1.682 -0.189
O: 4.387 0.721 -2.071
C: 3.193 1.126 -2.058
N: 2.319 0.561 -0.842
C: 2.761 -0.274 0.318
C: 4.025 -1.159 0.136
C: 4.547 -1.807 1.442
C: 3.746 -1.468 2.715
C: 3.085 -0.142 2.755
C: 2.544 0.388 1.647
N: 1.533 1.347 1.605
C: 1.201 2.007 2.747
O: 1.944 2.349 3.651
C: -0.281 2.056 3.112
C: -0.725 0.889 3.743
C: -1.976 0.866 4.313
C: -2.762 2.014 4.259
C: -2.260 3.110 3.594
N: -1.050 3.134 3.023
C: 1.407 2.163 -3.072
C: 1.048 2.833 -4.367
C: -0.166 3.336 -4.619
C: -1.199 3.283 -3.625
C: -0.864 2.753 -2.422
N: 0.337 2.223 -2.087
H: 4.748 -0.783 -0.576
H: 5.630 -1.855 1.545
H: 4.342 -1.633 3.616
H: 2.876 0.307 3.717
H: -0.074 0.022 3.746
H: -2.340 -0.034 4.795
H: -3.748 2.052 4.702
H: -2.837 4.024 3.487
H: 1.817 2.908 -5.116
H: -0.355 3.807 -5.579
H: -2.193 3.671 -3.796
H: -1.599 2.713 -1.629
C: 0.579 -4.641 -6.252
C: 0.718 -4.898 -4.739
C: 1.218 -6.333 -4.513
C: 1.720 -3.900 -4.173
C: 3.042 -3.872 -4.614
C: 3.922 -2.901 -4.169
C: 3.504 -1.919 -3.279
C: 2.202 -1.925 -2.793
P: 1.362 -0.651 -1.707
C: 2.059 0.745 -3.188
C: 2.800 2.600 -2.438
C: 3.809 3.073 -3.446
C: 4.183 2.418 -4.549
C: 3.621 1.162 -5.069
C: 2.644 0.438 -4.507
C: 1.862 -1.551 0.018
C: 3.137 -2.415 -0.103
C: 3.655 -3.053 1.201
C: 2.809 -2.737 2.456
C: 1.348 -2.518 2.194
C: 0.896 -1.990 1.052
C: 1.352 -2.933 -3.249
O: 0.088 -2.892 -2.709
C: -0.887 -3.720 -3.150
C: -2.151 -3.491 -2.588
C: -3.200 -4.297 -3.004
C: -2.995 -5.312 -3.929
C: -1.730 -5.512 -4.458
C: -0.649 -4.716 -4.093
P: -2.268 -2.119 -1.356
C: -3.974 -1.522 -1.665
C: -5.144 -2.109 -1.187
C: -6.383 -1.554 -1.478
C: -6.465 -0.401 -2.248
C: -5.306 0.202 -2.714
C: -4.067 -0.349 -2.415
C: -2.505 -3.094 0.180
C: -2.902 -2.402 1.329
C: -2.975 -3.046 2.552
C: -2.638 -4.390 2.658
C: -2.232 -5.083 1.529
C: -2.169 -4.441 0.298
H: 1.542 -4.762 -6.751
H: 0.227 -3.624 -6.433
H: -0.133 -5.338 -6.701
H: 2.188 -6.482 -4.991
H: 0.523 -7.061 -4.935
H: 1.328 -6.536 -3.447
H: 3.380 -4.609 -5.335
H: 4.940 -2.887 -4.539
H: 4.170 -1.115 -2.979
H: 2.685 3.305 -1.612
H: 4.310 4.009 -3.224
H: 4.961 2.869 -5.157
H: 4.007 0.831 -6.029
H: 2.293 -0.444 -5.036
H: 3.221 -3.056 -0.972
H: 4.046 -4.067 1.111
H: 2.945 -3.477 3.248
H: 0.635 -2.791 2.968
H: -0.162 -1.804 0.912
H: -4.190 -4.130 -2.595
H: -3.820 -5.940 -4.241
H: -1.583 -6.299 -5.189
H: -5.084 -2.999 -0.571
H: -7.284 -2.018 -1.095
H: -7.432 0.037 -2.467
H: -5.357 1.117 -3.290
H: -3.161 0.152 -2.739
H: -3.120 -1.342 1.266
H: -3.275 -2.487 3.430
H: -2.678 -4.889 3.619
H: -1.951 -6.127 1.602
H: -1.846 -4.996 -0.574
S: -1.197 6.649 1.957
Sb: -1.251 4.618 0.955
S: 0.953 4.006 0.401
S: -1.275 1.014 0.322

Summary:
Relative energy (zero: lowest compared OMol25 entry of this formula, charge and spin) (kJ/mol): 879.9
Expectation value of S²: 2.05
Charge: -2
Kohn-Sham gap (spin up / spin down) (eV): 5.1 / 5.1
Multiplicity: 3

Here are the Mulliken charges for atoms 1 to 99, given in e:
1 V -0.804
2 O -0.984
3 C 0.401
4 N 0.181
5 C 0.027
6 C -0.499
7 C -0.680
8 C -0.173
9 C -1.292
10 C -0.576
11 N 0.771
12 C -0.124
13 O -0.631
14 C 0.849
15 C -0.352
16 C -0.245
17 C -0.740
18 C -0.225
19 N -0.470
20 C 1.792
21 C -1.469
22 C -0.678
23 C -1.493
24 C -0.314
25 N 1.222
26 H 0.803
27 H 0.217
28 H 0.578
29 H 0.543
30 H 0.262
31 H 0.427
32 H 0.371
33 H 0.379
34 H 0.316
35 H 0.394
36 H 0.397
37 H 0.492
38 C -1.809
39 C 1.790
40 C -1.878
41 C 0.750
42 C -0.237
43 C -1.776
44 C 0.497
45 C 0.006
46 P 1.366
47 C 0.505
48 C 0.140
49 C -0.811
50 C -0.866
51 C -0.488
52 C -1.247
53 C 0.597
54 C -0.315
55 C -0.374
56 C -0.487
57 C -0.939
58 C -0.668
59 C -0.663
60 O -0.055
61 C -0.767
62 C 0.240
63 C -0.109
64 C -1.667
65 C -0.479
66 C 0.534
67 P 1.840
68 C 0.677
69 C -0.361
70 C -0.754
71 C -0.447
72 C -0.596
73 C -0.866
74 C 0.179
75 C -0.292
76 C -0.580
77 C -0.589
78 C -0.630
79 C -0.448
80 H 0.414
81 H 0.369
82 H 0.412
83 H 0.400
84 H 0.372
85 H 0.403
86 H 0.370
87 H 0.380
88 H 0.426
89 H 0.025
90 H 0.359
91 H 0.322
92 H 0.352
93 H 0.440
94 H 0.458
95 H 0.344
96 H 0.593
97 H 0.410
98 H 0.501
99 H 0.437

---

Density functional theory data (the ωB97M-V functional and the def2-TZVPD basis) for an isolated molecule of C5H7NO.

Element x y z (Å)
C: 1.534 0.340 0.559
C: 0.136 0.774 0.953
C: -1.259 -1.107 -0.014
C: -0.900 -0.343 1.015
C: -0.417 0.022 -1.906
N: -0.701 -1.044 -1.320
O: -0.078 1.829 1.504
H: -2.084 -1.802 0.022
H: -1.397 -0.426 1.965
H: 2.088 0.149 1.483
H: 1.520 -0.568 -0.049
H: 2.034 1.158 0.029
H: -0.588 1.011 -1.396
H: 0.111 0.007 -2.844

Summary:
Relative energy (zero: lowest compared OMol25 entry of this formula, charge and spin) (kJ/mol): 181.8
Kohn-Sham gap (eV): 10.0
SMILES: C=N/C=C\C(C)=O

So, what does the Mulliken scheme give us? The charges, in e, come out as:
1 C -0.940
2 C 0.314
3 C -0.159
4 C -0.205
5 C -0.319
6 N -0.457
7 O -0.555
8 H 0.392
9 H 0.373
10 H 0.320
11 H 0.360
12 H 0.262
13 H 0.326
14 H 0.287

---

Density functional theory data (the ωB97M-V functional and the def2-TZVPD basis) for a structure of composition C40H52NS4Si4TeTi.

Element x y z (Å)
Ti: 0.053 0.700 1.186
S: -0.551 2.097 -0.579
C: -1.672 3.184 0.269
C: -2.580 3.933 -0.482
C: -3.403 4.865 0.122
C: -3.345 5.050 1.500
C: -2.479 4.287 2.259
C: -1.638 3.350 1.656
S: -0.517 2.429 2.663
C: 2.614 2.495 1.396
C: 2.720 1.202 1.731
C: 3.640 0.716 2.756
C: 3.855 -0.593 2.928
C: 3.199 -1.554 2.068
C: 2.299 -1.116 1.178
C: 1.683 -2.038 0.165
S: 0.220 -1.273 -0.622
C: -1.054 -2.393 -0.086
C: -1.059 -3.698 -0.569
C: -2.049 -4.581 -0.174
C: -3.043 -4.142 0.695
C: -3.042 -2.841 1.165
C: -2.049 -1.935 0.774
S: -2.145 -0.268 1.326
N: 1.921 0.224 1.065
H: -2.628 3.777 -1.551
H: -4.085 5.449 -0.481
H: -3.977 5.786 1.980
H: -2.434 4.409 3.334
H: 1.992 2.820 0.575
H: 3.168 3.243 1.947
H: 4.178 1.461 3.329
H: 4.557 -0.942 3.675
H: 3.443 -2.606 2.118
H: 1.374 -2.985 0.602
H: 2.407 -2.231 -0.628
H: -0.289 -4.013 -1.264
H: -2.058 -5.593 -0.556
H: -3.828 -4.819 1.005
H: -3.815 -2.498 1.841
Te: -0.178 -0.582 3.980
C: 0.652 0.185 5.762
C: 1.843 0.901 5.795
C: 2.316 1.401 7.002
C: 1.602 1.188 8.172
C: 0.401 0.491 8.135
C: -0.078 -0.007 6.932
C: 0.560 -2.551 4.184
C: -0.223 -3.590 3.691
C: 0.255 -4.895 3.729
C: 1.506 -5.162 4.267
C: 2.280 -4.124 4.771
C: 1.812 -2.819 4.725
H: 2.394 1.073 4.882
H: 3.243 1.959 7.026
H: 1.975 1.572 9.112
H: -0.169 0.343 9.043
H: -1.019 -0.542 6.901
H: -1.205 -3.386 3.279
H: -0.358 -5.702 3.349
H: 1.877 -6.178 4.295
H: 3.253 -4.332 5.198
H: 2.417 -2.010 5.118
C: -3.008 -1.621 -3.240
Si: -2.735 0.189 -3.635
C: -3.764 1.204 -2.453
C: -3.356 0.483 -5.386
Si: -0.468 0.724 -3.624
Si: 0.586 2.776 -3.958
C: 2.146 2.805 -2.901
C: 1.051 2.905 -5.775
C: -0.454 4.287 -3.591
Si: 0.939 -0.859 -4.601
C: 2.739 -0.429 -4.291
C: 0.629 -0.806 -6.462
C: 0.716 -2.659 -4.105
H: -3.989 -1.933 -3.610
H: -2.256 -2.262 -3.699
H: -2.982 -1.798 -2.163
H: -4.744 0.738 -2.315
H: -3.921 2.219 -2.823
H: -3.286 1.271 -1.472
H: -4.437 0.323 -5.455
H: -2.870 -0.199 -6.088
H: -3.144 1.503 -5.714
H: 2.302 1.851 -2.395
H: 2.057 3.568 -2.125
H: 3.036 3.024 -3.495
H: 1.731 2.112 -6.091
H: 1.534 3.864 -5.981
H: 0.154 2.841 -6.397
H: -0.639 4.397 -2.522
H: -1.420 4.238 -4.100
H: 0.064 5.186 -3.937
H: 2.995 0.550 -4.699
H: 3.392 -1.172 -4.757
H: 2.965 -0.404 -3.221
H: 0.450 0.212 -6.811
H: -0.253 -1.400 -6.715
H: 1.476 -1.210 -7.025
H: 1.053 -2.840 -3.082
H: 1.301 -3.294 -4.775
H: -0.325 -2.976 -4.171

Summary:
Expectation value of S²: 0.75
Kohn-Sham gap (spin up / spin down) (eV): 5.5 / 6.6
Multiplicity: 2

Here are the Mulliken charges for atoms 1 to 99, given in e:
1 Ti -0.005
2 S 0.418
3 C -0.390
4 C -0.320
5 C -1.137
6 C -0.605
7 C -0.702
8 C 0.915
9 S -0.480
10 C -1.229
11 C 0.949
12 C -1.206
13 C -0.407
14 C -0.328
15 C 0.292
16 C -1.359
17 S 0.373
18 C 0.121
19 C -0.654
20 C -0.966
21 C -0.730
22 C -1.065
23 C 1.189
24 S -0.529
25 N 0.334
26 H 0.374
27 H 0.404
28 H 0.364
29 H 0.446
30 H 0.177
31 H 0.269
32 H 0.540
33 H 0.416
34 H 0.519
35 H 0.600
36 H 0.469
37 H 0.391
38 H 0.460
39 H 0.392
40 H 0.489
41 Te 0.830
42 C 0.100
43 C -0.062
44 C -0.566
45 C -0.480
46 C -0.619
47 C -0.537
48 C 0.226
49 C -0.187
50 C -0.618
51 C -0.482
52 C -0.704
53 C -0.361
54 H 0.319
55 H 0.421
56 H 0.380
57 H 0.389
58 H 0.389
59 H 0.441
60 H 0.422
61 H 0.399
62 H 0.400
63 H 0.437
64 C -0.588
65 Si 0.867
66 C -0.808
67 C -1.191
68 Si -0.209
69 Si 0.872
70 C -1.067
71 C -1.231
72 C -1.071
73 Si 0.514
74 C -1.022
75 C -1.261
76 C -0.910
77 H 0.475
78 H 0.074
79 H -0.091
80 H 0.464
81 H 0.278
82 H 0.018
83 H 0.392
84 H 0.274
85 H 0.331
86 H 0.067
87 H 0.393
88 H 0.470
89 H 0.284
90 H 0.396
91 H 0.301
92 H 0.193
93 H 0.275
94 H 0.441
95 H 0.244
96 H 0.426
97 H 0.225
98 H 0.308
99 H 0.341

---

Density functional theory data (the ωB97M-V functional and the def2-TZVPD basis) for a structure of composition C17H14Cl3F4MnN3O4Si.

Element x y z (Å)
Mn: 0.485 -0.034 -1.026
C: 2.745 1.035 -0.474
N: 1.699 1.638 -1.316
C: 2.328 2.034 -2.597
C: 0.995 2.819 -0.750
C: -0.236 2.413 0.049
N: -0.791 1.197 -0.536
C: -2.071 0.767 -0.244
C: -2.324 -0.595 -0.410
F: -1.252 -1.360 -0.803
C: -3.543 -1.190 -0.201
F: -3.675 -2.500 -0.393
C: -4.615 -0.424 0.217
C: -4.398 0.926 0.396
F: -5.407 1.706 0.790
C: -3.168 1.523 0.171
F: -3.066 2.853 0.339
H: 3.712 1.526 -0.597
H: 3.206 -0.428 -1.742
H: 2.441 1.041 0.571
H: 3.045 2.839 -2.414
H: 1.569 2.377 -3.291
H: 2.846 1.193 -3.052
H: 0.683 3.422 -1.601
H: 1.685 3.421 -0.154
H: -0.947 3.236 0.026
H: 0.031 2.259 1.101
H: -5.583 -0.865 0.400
O: -0.556 -2.933 5.256
C: 0.421 -3.267 4.571
O: 1.295 -4.135 4.703
C: 0.555 -2.440 3.260
C: -0.090 -1.195 3.116
C: 0.057 -0.484 1.956
N: 0.782 -0.888 0.888
C: 1.385 -2.131 1.022
C: 1.293 -2.910 2.212
C: 2.070 -2.682 -0.018
O: 2.676 -3.210 -0.850
O: 2.801 -0.333 -0.866
H: -0.708 -0.836 3.928
H: -0.437 0.470 1.845
H: 1.818 -3.852 2.317
Cl: 1.895 -1.107 -4.135
Si: 0.102 -0.362 -3.367
Cl: -0.445 1.265 -4.513
Cl: -1.304 -1.796 -3.783

Summary:
Expectation value of S²: 3.87
Kohn-Sham gap (spin up / spin down) (eV): 5.1 / 6.4
Multiplicity: 4

So, what does the Mulliken scheme give us? The charges, in e, come out as:
1 Mn 0.750
2 C -0.770
3 N 0.484
4 C -1.457
5 C -0.947
6 C -0.640
7 N -0.043
8 C -0.123
9 C 0.726
10 F -0.394
11 C 0.011
12 F -0.283
13 C -0.474
14 C 0.173
15 F -0.301
16 C 0.449
17 F -0.339
18 H 0.493
19 H 0.355
20 H 0.402
21 H 0.433
22 H 0.377
23 H 0.342
24 H 0.531
25 H 0.306
26 H 0.542
27 H 0.337
28 H 0.519
29 O -0.700
30 C 0.428
31 O -0.700
32 C 0.116
33 C -1.184
34 C -0.104
35 N 0.585
36 C 1.042
37 C -1.017
38 C -0.023
39 O -0.404
40 O -0.550
41 H 0.547
42 H 0.302
43 H 0.589
44 Cl -0.288
45 Si 0.477
46 Cl -0.300
47 Cl -0.274